Record 1
Here is C31H61AsClN10O2SW as an isolated structure in a non-equilibrium geometry from the OMol25 dataset. Energies are from ωB97M-V with the def2-TZVPD basis set.

Each line ends with the Mulliken spin population.
Cartesian coordinates (Å):
W: 0.7136 0.0286 0.0338  1.306
C: 5.4500 1.5149 -0.2341  0.000
N: 5.0412 0.8107 0.9717  0.010
C: 6.1262 0.5649 1.9201  -0.001
C: 3.7485 0.5024 1.2953  -0.001
N: 2.9164 -0.1632 0.4690  0.020
C: 3.5460 -0.8566 -0.6701  0.028
C: 3.0770 -0.2495 -1.9783  -0.011
N: 1.6066 -0.4551 -2.0652  0.090
C: 0.9373 0.4145 -3.0956  -0.007
C: -0.1347 1.3080 -2.5011  0.051
N: -0.8914 0.5499 -1.4861  0.023
C: -2.2035 0.4689 -1.6871  0.045
N: -3.0621 -0.2172 -0.9171  0.009
C: -4.4784 -0.3433 -1.2878  -0.002
C: -2.7493 -0.8995 0.3224  0.056
N: -2.7664 1.0949 -2.7975  0.004
C: -2.6340 0.4921 -4.1141  0.000
C: -3.7445 2.1588 -2.6444  0.000
C: 1.3740 -1.8828 -2.4479  -0.039
C: 0.1309 -2.3751 -1.7662  0.087
N: 0.3660 -2.1936 -0.3206  0.087
C: 0.2795 -3.3362 0.3982  -0.004
N: 0.9410 -3.5747 1.5490  0.011
C: 0.4607 -4.5497 2.5285  -0.001
C: 2.2630 -3.0725 1.8604  -0.014
N: -0.5421 -4.3406 -0.0322  0.005
C: -1.9012 -4.0960 -0.4862  0.000
C: -0.1207 -5.7366 -0.0896  0.000
N: 3.3811 0.8670 2.5321  0.020
C: 2.2768 0.2895 3.2717  0.020
C: 3.9653 2.0492 3.1622  0.000
H: 4.5981 1.9925 -0.7067  0.001
H: 5.9635 0.8676 -0.9485  0.000
H: 6.1466 2.3029 0.0559  0.001
H: 6.9161 0.0099 1.4124  0.000
H: 5.7704 -0.0349 2.7518  0.000
H: 6.5504 1.4962 2.2987  0.000
H: 3.2523 -1.9081 -0.6354  -0.003
H: 4.6299 -0.8439 -0.5993  -0.001
H: 3.5638 -0.7165 -2.8408  -0.003
H: 3.2706 0.8197 -2.0119  0.001
H: 0.4696 -0.2482 -3.8225  -0.003
H: 1.6929 0.9982 -3.6258  -0.002
H: -0.7714 1.6792 -3.2998  0.002
H: 0.3232 2.1760 -2.0247  -0.032
H: -5.0736 0.4765 -0.8876  0.001
H: -4.8498 -1.2715 -0.8611  0.001
H: -4.5991 -0.3892 -2.3651  0.000
H: -3.2243 -0.4032 1.1695  0.003
H: -1.6737 -0.9747 0.4802  0.024
H: -3.1548 -1.9109 0.2760  0.000
H: -1.9219 -0.3321 -4.0783  0.000
H: -2.2842 1.2192 -4.8517  -0.001
H: -3.5912 0.0930 -4.4636  0.000
H: -3.8571 2.4174 -1.5924  0.000
H: -4.7258 1.8713 -3.0310  0.000
H: -3.4188 3.0530 -3.1812  0.000
H: 2.2197 -2.4821 -2.1160  -0.005
H: 1.3267 -1.9668 -3.5348  -0.005
H: -0.0322 -3.4135 -2.0439  -0.004
H: -0.7437 -1.8043 -2.0902  -0.007
H: -0.6110 -4.6905 2.4361  0.000
H: 0.6839 -4.1680 3.5242  0.000
H: 0.9640 -5.5108 2.4331  0.000
H: 2.5447 -2.2777 1.1848  0.004
H: 2.9897 -3.8882 1.8066  -0.001
H: 2.2740 -2.6872 2.8798  0.003
H: -2.0915 -3.0300 -0.5381  0.004
H: -2.6133 -4.5488 0.2077  0.000
H: -2.0661 -4.5308 -1.4743  0.000
H: 0.9393 -5.8213 0.1262  0.000
H: -0.2907 -6.1076 -1.1016  0.001
H: -0.6834 -6.3639 0.6029  0.000
H: 2.0780 -0.7188 2.9280  -0.009
H: 1.3714 0.8960 3.1639  -0.006
H: 2.5458 0.2609 4.3281  0.000
H: 4.3871 2.7091 2.4080  0.000
H: 4.7343 1.7870 3.8885  0.001
H: 3.1700 2.5764 3.6880  0.001
Cl: -3.1647 -0.0424 6.5175  0.003
C: -2.1817 -0.1879 5.1173  0.019
C: -1.3668 -1.3165 4.9537  -0.012
C: -0.5589 -1.4775 3.8445  0.015
C: -0.5452 -0.4959 2.8519  -0.068
O: 0.2504 -0.6077 1.7831  0.128
C: -1.3557 0.6419 3.0227  0.060
C: -1.3578 1.6527 2.0125  0.013
O: -0.6505 1.6642 0.9629  0.072
C: -2.1787 0.7896 4.1523  -0.007
H: -1.3780 -2.0756 5.7241  0.000
H: 0.0620 -2.3483 3.7351  0.002
H: -2.0307 2.5106 2.1752  -0.003
H: -2.7991 1.6690 4.2631  0.000
C: 0.3274 4.5449 1.8404  0.003
As: 0.7312 4.1359 0.0104  0.005
C: -0.8670 4.2221 -1.0435  0.001
C: 1.8670 5.5466 -0.6134  0.000
S: 1.9006 2.3366 -0.1895  0.012
H: 1.2407 4.9309 2.2914  0.000
H: -0.0040 3.6630 2.3843  0.000
H: -0.4416 5.3162 1.8636  0.000
H: -1.3463 5.1763 -0.8245  0.000
H: -1.5326 3.3937 -0.8117  -0.001
H: -0.5791 4.1946 -2.0941  0.000
H: 1.2766 6.4546 -0.7337  0.000
H: 2.2975 5.2535 -1.5698  0.000
H: 2.6605 5.7187 0.1102  0.000

E_tot = -138132.21952 eV
Gap between HOMO and LUMO (alpha / beta) = 6.71 / 7.56 eV
2S+1 = 3
Strongest force on any atom = 0.0363 Eh/bohr
Expectation value of S² = 2.01
Charge = +3



Record 2
Here is a 10-piece molecular cluster, C31H61N13O3 overall in a non-equilibrium geometry from the OMol25 dataset. Energies are from ωB97M-V with the def2-TZVPD basis set.

Each line ends with the Mulliken charge.
Cartesian coordinates (Å):
N: 3.3245 3.1193 0.2805  -0.117
C: 4.0708 3.6795 1.3251  0.457
N: 5.2936 4.2474 1.0005  -0.472
O: 3.6581 3.5888 2.4695  -0.663
H: 2.4139 2.9203 0.6661  -0.065
H: 3.2661 3.6713 -0.5695  0.297
H: 5.8749 4.4940 1.8089  0.289
H: 5.7965 3.8659 0.2108  0.223
N: 0.5774 4.1941 -1.4117  -0.035
C: 0.0936 4.0370 -2.6713  0.476
N: 0.1927 5.0529 -3.6585  -0.500
O: -0.3819 2.9688 -2.9914  -0.593
H: 0.6126 3.3921 -0.8018  -0.244
H: 0.9232 5.0593 -1.0022  0.197
H: -0.3892 4.7987 -4.4729  0.284
H: 0.1908 6.0307 -3.3445  0.226
N: 1.0267 -0.3153 0.4968  0.839
C: 0.5058 0.8338 -0.0641  -0.364
N: -0.2520 0.7786 -1.1618  0.899
O: 0.7277 1.8671 0.5867  -0.609
H: 1.2852 -0.1009 1.4594  -0.113
H: 0.7745 -1.2611 0.2685  -0.223
H: -0.4983 1.6144 -1.6832  -0.294
H: -0.3873 -0.1101 -1.6196  -0.050
C: 5.0536 -2.5656 -0.0799  -1.578
C: 3.6031 -2.7736 0.3029  0.448
C: 3.1499 -4.1650 0.6950  -0.515
C: 1.7560 -4.3411 1.0206  0.176
N: 0.6947 -4.5437 1.3328  -0.373
H: 5.1950 -1.5290 -0.3427  0.336
H: 5.3967 -3.2384 -0.8594  0.378
H: 5.7247 -2.8485 0.7441  0.417
H: 2.9191 -2.3489 -0.4152  -0.029
H: 3.3795 -2.1523 1.1754  0.120
H: 3.5714 -4.4599 1.6588  0.268
H: 3.4242 -4.8757 -0.0796  0.342
C: -3.2305 -1.5801 -4.1536  -0.956
C: -2.3331 -1.5401 -5.3544  -0.241
C: -1.7488 -0.1810 -5.7094  0.436
C: -0.9371 -0.2292 -6.9059  0.062
N: -0.3787 -0.2012 -7.9094  -0.511
H: -4.0247 -0.8605 -4.2843  0.387
H: -2.6717 -1.2940 -3.2543  0.018
H: -3.6096 -2.5900 -3.9472  0.307
H: -2.8014 -1.8624 -6.2916  0.338
H: -1.4625 -2.1856 -5.1861  0.281
H: -1.0481 0.1804 -4.9303  -0.641
H: -2.4261 0.6526 -5.8009  0.506
C: -0.8333 -3.8279 5.1218  -1.376
C: -0.1979 -2.7649 4.2635  -0.255
C: -1.1132 -2.2417 3.1212  1.332
C: -2.3470 -1.6758 3.6801  0.017
N: -3.2417 -1.2397 4.2802  -0.632
H: -1.8218 -3.4384 5.3950  0.322
H: -0.2736 -4.0110 6.0406  0.391
H: -1.0262 -4.7570 4.5762  0.299
H: 0.8003 -3.0096 3.9132  0.385
H: -0.0220 -1.8362 4.8324  0.308
H: -1.4482 -3.0711 2.4881  0.165
H: -0.6114 -1.5058 2.4799  -0.858
C: -3.9610 -3.7028 1.1420  -0.680
C: -3.7554 -4.1742 -0.2856  -0.398
C: -2.3086 -4.5870 -0.5742  -0.529
C: -1.4373 -3.3874 -0.7027  -0.057
N: -0.7870 -2.4488 -0.8782  -0.253
H: -4.8601 -3.1219 1.2683  0.446
H: -3.1617 -3.0013 1.3406  -0.224
H: -4.1002 -4.4919 1.8445  0.332
H: -4.0761 -3.3735 -0.9663  0.174
H: -4.4018 -5.0398 -0.5183  0.383
H: -2.2609 -5.2421 -1.4348  0.466
H: -1.8980 -5.2090 0.2177  0.301
C: -1.2251 3.3230 5.2102  -1.002
C: 0.2168 3.8142 4.7972  -0.867
C: 0.7278 3.1392 3.5158  0.285
C: 0.7293 1.6808 3.5177  0.435
N: 0.6578 0.5508 3.6026  -0.557
H: -1.9727 3.5998 4.4421  0.146
H: -1.5035 3.7879 6.1476  0.430
H: -1.2066 2.2544 5.4091  0.319
H: 0.8539 3.4646 5.6134  0.334
H: 0.4220 4.8734 4.8590  0.448
H: 1.7647 3.3411 3.2773  0.180
H: 0.0892 3.3581 2.6740  -0.038
C: 4.2642 -0.3461 -3.2758  -1.413
C: 2.9599 0.3629 -2.9078  0.709
C: 1.9525 0.5570 -4.0751  0.542
C: 1.4341 -0.7568 -4.5113  0.153
N: 1.0221 -1.7727 -4.8852  -0.537
H: 4.2738 -1.4086 -3.0223  0.293
H: 5.1061 0.0306 -2.7172  0.386
H: 4.4450 -0.2417 -4.3460  0.388
H: 3.0927 1.3657 -2.4878  0.154
H: 2.4867 -0.1973 -2.0736  -0.507
H: 2.4130 1.1114 -4.8917  0.520
H: 1.0768 1.0438 -3.6549  -0.623
C: -3.6555 1.7551 2.3146  -1.452
C: -2.6591 2.4044 1.3713  0.519
C: -3.1522 2.3847 -0.0611  0.220
C: -4.4863 2.9710 -0.2821  0.110
N: -5.5036 3.4125 -0.5142  -0.501
H: -4.5739 2.2965 2.4687  0.447
H: -3.1409 1.7775 3.2637  0.276
H: -3.8433 0.7216 2.0011  0.332
H: -1.6894 1.9384 1.5015  -0.409
H: -2.4319 3.4544 1.5729  0.285
H: -3.2609 1.3320 -0.3377  0.282
H: -2.4348 2.8813 -0.7071  -0.166

E_tot = -58652.17738 eV
Gap between HOMO and LUMO = 10.34 eV
2S+1 = 1
Strongest force on any atom = 0.0632 Eh/bohr
SMILES string = NC(N)=O.NC(N)=O.NC(N)=O.CCCC#N.CCCC#N.CCCC#N.CCCC#N.CCCC#N.CCCC#N.CCCC#N



Which of these has the lowest strongest force on any atom? C31H61AsClN10O2SW



Which formula does entry 2 have? C31H61N13O3